[1]
{
  "formula": "C4H7NO2",
  "method": "ωB97M-V with the def2-TZVPD basis set",
  "e_tot_ha": -361.73214,
  "smiles": "CO/C(N)=C1\\CO1",
  "de_lowest_kj_mol": 390.5,
  "gap_ev": 8.428,
  "symbols": ["C", "C", "C", "O", "C", "O", "N", "H", "H", "H", "H", "H", "H", "H"],
  "xyz": [[-1.94274, -0.51657, -0.25345], [0.65144, -0.48496, -0.40851], [1.32596, -1.14459, 0.70411], [2.07501, -0.47311, -0.31058], [0.01980, 0.73266, -0.23754], [-1.30561, 0.77426, -0.09006], [0.70585, 1.88873, -0.26870], [-1.53495, -1.30002, 0.39651], [-2.98157, -0.33402, 0.00470], [-1.83640, -0.86152, -1.28855], [1.40092, -0.62646, 1.66530], [1.40896, -2.22741, 0.76159], [0.30139, 2.80260, -0.37729], [1.71195, 1.77042, -0.29753]],
  "atomic_forces_ev_per_a": [[-0.258, 0.011, 0.051], [0.065, 0.113, -0.015], [0.065, -0.334, 0.251], [0.387, 0.195, 0.131], [0.140, -0.093, -0.138], [0.200, -0.137, -0.011], [-0.109, -0.185, -0.089], [-0.018, 0.446, -0.016], [-0.040, -0.014, -0.063], [-0.004, 0.202, 0.215], [-0.145, -0.206, -0.089], [0.103, 0.068, -0.152], [-0.139, -0.169, -0.075], [-0.245, 0.102, 0.001]]
}

=====

[2]
{
  "formula": "C4H7NO2",
  "method": "ωB97M-V with the def2-TZVPD basis set",
  "e_tot_ha": -361.87381,
  "smiles": "CCC(=O)NC=O",
  "de_lowest_kj_mol": 18.5,
  "gap_ev": 11.097,
  "symbols": ["O", "C", "N", "C", "O", "C", "C", "H", "H", "H", "H", "H", "H", "H"],
  "xyz": [[0.11741, 1.37216, 1.39802], [0.23753, 0.71060, 0.39885], [1.07664, 1.18903, -0.62322], [1.30868, 0.62000, -1.84755], [2.13054, 1.03537, -2.62651], [-0.46664, -0.60800, 0.15436], [-1.34023, -0.99408, 1.35993], [1.70511, 1.92840, -0.33204], [0.70272, -0.26778, -2.07001], [0.30721, -1.35668, -0.00716], [-1.11356, -0.47271, -0.70262], [-0.71054, -1.21057, 2.20581], [-1.95575, -0.14384, 1.63756], [-1.99911, -1.80189, 1.05457]],
  "atomic_forces_ev_per_a": [[0.057, -0.127, 0.140], [0.080, 0.264, -0.314], [0.000, -0.269, 0.498], [0.388, -0.163, -0.343], [-0.101, 0.054, 0.113], [-0.219, 0.413, 1.045], [0.131, 0.636, -0.842], [-0.171, 0.167, -0.188], [-0.138, 0.068, 0.063], [-0.137, -0.154, -0.398], [0.089, -0.243, -0.501], [0.015, -0.430, 0.340], [-0.112, 0.065, 0.038], [0.118, -0.281, 0.348]]
}

=====

[3]
{
  "formula": "C4H7NO2",
  "method": "ωB97M-V with the def2-TZVPD basis set",
  "e_tot_ha": -361.75775,
  "smiles": "CC1=C(N)OCO1",
  "de_lowest_kj_mol": 323.2,
  "gap_ev": 8.678,
  "symbols": ["C", "C", "C", "C", "N", "O", "O", "H", "H", "H", "H", "H", "H", "H"],
  "xyz": [[-1.97608, 0.43910, 0.22373], [1.47451, 1.14015, 0.05586], [-0.20167, -0.81008, -0.11893], [0.11900, 0.52856, -0.04046], [0.50618, -1.90368, -0.54005], [-1.53670, -0.93579, 0.06520], [-0.87189, 1.08896, 0.81498], [1.44257, -1.97791, -0.17081], [-0.01546, -2.76648, -0.52458], [-2.83860, 0.43862, 0.89960], [-1.57379, 0.86240, -0.92214], [1.48486, 2.10660, -0.44878], [1.76460, 1.30470, 1.09613], [2.22246, 0.48484, -0.38976]],
  "atomic_forces_ev_per_a": [[3.048, 0.634, -2.114], [-0.201, 0.060, -0.067], [-0.526, 1.500, -1.135], [1.160, -1.143, 1.632], [-0.128, 0.032, 0.122], [0.013, -0.538, 0.919], [-0.434, -0.112, 0.183], [-0.128, -0.040, -0.016], [0.058, 0.028, -0.035], [-0.092, 0.329, -0.934], [-2.877, -0.810, 1.588], [0.185, -0.026, -0.038], [-0.074, 0.009, 0.064], [-0.003, 0.077, -0.169]]
}

=====

[4]
{
  "formula": "C4H7NO2",
  "method": "ωB97M-V with the def2-TZVPD basis set",
  "e_tot_ha": -361.71275,
  "de_lowest_kj_mol": 441.4,
  "gap_ev": 9.945,
  "symbols": ["C", "N", "C", "C", "O", "C", "O", "H", "H", "H", "H", "H", "H", "H"],
  "xyz": [[-0.30397, -2.42363, 0.10168], [0.63539, -1.32120, 0.25148], [0.37767, -0.21153, -0.37285], [0.97641, 0.53540, 0.72117], [0.94338, 2.26172, -0.29050], [0.10290, 2.16696, -1.20973], [-0.32782, 0.20370, -1.31252], [-0.02484, -3.01210, -0.78068], [-0.26188, -3.07682, 0.97629], [-1.33338, -2.06958, -0.04185], [2.04131, 0.46809, 0.90702], [0.34994, 0.90157, 1.52742], [0.43574, 2.22352, -2.25524], [-0.96854, 2.35619, -1.04959]],
  "atomic_forces_ev_per_a": [[-0.117, -0.209, 0.004], [-0.061, 0.133, -0.230], [-0.064, -0.039, 0.109], [0.028, 0.089, 0.104], [-0.112, -0.056, -0.252], [0.066, 0.138, 0.019], [0.169, -0.078, 0.202], [-0.031, 0.049, 0.123], [0.031, 0.109, -0.129], [0.152, -0.058, 0.039], [-0.201, 0.003, -0.038], [-0.014, -0.037, -0.185], [-0.044, -0.024, 0.129], [0.197, -0.020, 0.105]]
}

=====

[5]
{
  "formula": "C4H7NO2",
  "method": "ωB97M-V with the def2-TZVPD basis set",
  "e_tot_ha": -361.64477,
  "de_lowest_kj_mol": 619.8,
  "gap_ev": [8.972, 8.973],
  "symbols": ["C", "C", "C", "O", "C", "O", "N", "H", "H", "H", "H", "H", "H", "H"],
  "xyz": [[1.20914, -1.28055, 0.08884], [0.25310, -0.12327, -0.04111], [0.66642, 1.17437, -0.59066], [-0.12106, 0.26845, -1.35629], [-0.84197, -0.11661, 0.98883], [-0.69247, -0.52829, 2.15858], [-2.07701, 0.30985, 0.94174], [2.02583, -1.16991, -0.62905], [1.61599, -1.31562, 1.10223], [0.69286, -2.22498, -0.10740], [0.15484, 2.08286, -0.27373], [1.69320, 1.29594, -0.93202], [-2.57963, 0.88082, -0.42449], [-1.99923, 0.74694, -0.92547]],
  "atomic_forces_ev_per_a": [[0.031, -0.016, -0.020], [0.063, -0.115, 0.131], [0.146, 0.241, 0.080], [-0.087, -0.078, -0.135], [-0.134, 0.041, 0.125], [0.027, 0.068, -0.207], [0.089, 0.053, -0.437], [-0.122, 0.009, 0.097], [-0.060, 0.002, -0.135], [0.049, 0.129, 0.036], [0.055, -0.155, -0.040], [-0.153, -0.044, 0.061], [-0.128, -0.008, 0.369], [0.225, -0.127, 0.076]]
}

=====

[6]
{
  "formula": "C4H7NO2",
  "method": "ωB97M-V with the def2-TZVPD basis set",
  "e_tot_ha": -361.45626,
  "de_lowest_kj_mol": 113.9,
  "charge": 1,
  "gap_ev": [11.050, 6.269],
  "spin_multiplicity": 2,
  "symbols": ["C", "N", "C", "C", "C", "O", "O", "H", "H", "H", "H", "H", "H", "H"],
  "xyz": [[0.69043, 0.61219, -1.52623], [-0.18753, -0.22280, -0.82948], [-0.30805, -1.53176, -1.29448], [-0.75016, 0.10774, 0.46318], [0.18653, -0.21092, 1.66442], [-0.30313, -0.09576, 2.77869], [0.71052, 1.73615, -1.02612], [1.42660, 0.20757, -2.35796], [-0.27378, -1.64446, -2.47630], [0.53811, -2.10445, -0.95540], [-1.21101, -2.13722, -1.01481], [-1.61122, -0.58341, 0.71598], [-0.94678, 1.27165, 0.53996], [1.21927, -0.43668, 1.49304]],
  "atomic_forces_ev_per_a": [[1.191, 2.750, 1.334], [-0.934, -0.834, 0.548], [-1.225, -2.931, -3.159], [-0.987, 1.331, -0.654], [-1.733, 1.091, 3.809], [1.447, -0.539, -3.178], [0.868, -1.212, -1.761], [-1.877, 0.583, 1.441], [0.102, 0.718, 2.337], [0.720, -0.480, 0.274], [0.633, 1.150, 0.232], [0.623, 1.161, -0.798], [0.218, -2.462, -0.186], [0.953, -0.325, -0.238]]
}

=====

[7]
{
  "formula": "C4H7NO2S",
  "method": "ωB97M-V with the def2-TZVPD basis set",
  "e_tot_ha": -759.95721,
  "smiles": "C=C[C@@H](O)C(=S)NO",
  "de_lowest_kj_mol": 313.3,
  "gap_ev": 9.369,
  "symbols": ["C", "C", "C", "C", "H", "H", "H", "H", "H", "H", "H", "N", "O", "O", "S"],
  "xyz": [[-0.27978, -0.92318, -0.17518], [0.45365, 0.21258, -0.89021], [-0.00257, 1.58293, -0.42159], [-1.03503, 1.86785, 0.35180], [-0.95141, -2.57044, 1.25374], [1.29408, -1.00530, 1.17157], [0.24618, 0.11993, -1.95091], [2.20222, -0.49949, -1.21475], [0.67099, 2.36377, -0.76169], [-1.25092, 2.91265, 0.63188], [-1.73294, 1.06872, 0.71106], [0.37335, -1.36464, 0.88438], [-0.09294, -2.36680, 1.68234], [1.85249, 0.14490, -0.63327], [-1.74736, -1.54350, -0.63918]],
  "atomic_forces_ev_per_a": [[0.301, -0.041, 0.235], [-0.466, 0.212, 0.661], [0.320, -0.147, -0.014], [-0.831, -0.287, 0.411], [-0.231, -0.142, -0.020], [-0.811, -0.271, -0.331], [-0.025, -0.088, -0.263], [0.771, -1.042, -0.899], [-0.085, 0.037, -0.030], [0.111, -0.713, -0.147], [0.691, 0.885, -0.330], [0.849, 0.616, -0.054], [-0.108, -0.028, -0.015], [-0.548, 1.014, 0.731], [0.062, -0.007, 0.066]]
}

=====

[8]
{
  "formula": "C4H7NO2S",
  "method": "ωB97M-V with the def2-TZVPD basis set",
  "e_tot_ha": -760.03099,
  "smiles": "N/C=C(/CO)C(O)=S",
  "de_lowest_kj_mol": 119.6,
  "gap_ev": 8.499,
  "symbols": ["C", "C", "C", "C", "H", "H", "H", "H", "H", "H", "H", "N", "O", "O", "S"],
  "xyz": [[1.26893, 0.40615, 0.04028], [-0.07487, 0.20268, 0.15650], [-0.97568, 1.38664, 0.42200], [-0.68885, -1.08649, -0.00030], [3.23575, -0.16208, -0.27585], [2.02437, -1.47715, -0.32359], [1.65763, 1.42622, 0.16270], [-1.59430, 1.15591, 1.28025], [-0.34878, 2.24184, 0.64977], [-2.45051, 1.04367, -0.80307], [-0.39258, -2.90902, -0.29963], [2.26043, -0.46510, -0.17839], [-1.78117, 1.75454, -0.67490], [0.17603, -2.11504, -0.18470], [-2.31639, -1.40277, 0.02893]],
  "atomic_forces_ev_per_a": [[0.545, 0.648, 0.163], [-0.138, -0.224, -0.133], [0.270, -0.420, -0.205], [-0.085, 0.140, 0.051], [-1.062, -0.199, 0.121], [0.489, 1.672, 0.230], [-0.410, -0.274, -0.058], [-0.207, 0.044, 0.359], [0.004, 0.220, 0.084], [0.661, 0.569, 0.186], [0.397, 0.439, 0.077], [0.482, -1.797, -0.417], [-0.679, -0.425, -0.362], [-0.535, -0.465, -0.092], [0.267, 0.073, -0.004]]
}